No. 1
A molecular structure, C50H50Cl3N8O10RbS3. Source: OMol25; level of theory: ωB97M-V with the def2-TZVPD basis set.

Properties
* E: -5724.7276 Eh
* net charge: -2

Each line ends with the Löwdin charge.
Positions of all 125 atoms, in Å:
Rb -0.862 -0.824 -2.089  0.652
O -5.905 3.116 -1.494  0.035
C -5.110 2.099 -1.759  -0.491
O -4.736 1.380 -0.757  -0.089
C -4.649 2.062 -3.097  -0.254
C -5.387 2.698 -4.095  -0.075
C -4.970 2.650 -5.417  -0.151
C -3.842 1.907 -5.731  -0.115
C -3.033 1.416 -4.647  -0.220
N -3.436 1.457 -3.362  0.133
C -1.663 0.819 -5.012  -0.424
O -1.740 0.080 -6.199  -0.002
O -0.634 1.013 -4.385  -0.001
H -6.051 3.338 -0.569  0.099
H -6.331 3.170 -3.795  0.095
H -5.465 3.233 -6.195  0.079
H -3.574 1.700 -6.771  0.072
H -2.480 -0.628 -6.004  0.126
N 1.715 -0.473 -0.597  -0.320
S 2.720 0.131 0.373  0.737
N 2.354 0.515 1.904  -0.371
S 1.102 -0.016 2.703  0.928
N -0.386 0.480 2.490  -0.340
S -0.996 1.619 1.458  0.726
N -1.140 1.464 0.006  -0.265
C -2.601 1.813 2.248  -0.291
C -3.333 0.691 2.612  -0.062
C -4.652 0.813 3.071  -0.064
C -5.258 2.061 3.124  -0.084
C -4.495 3.198 2.839  -0.094
C -3.218 3.067 2.323  -0.073
C -0.089 3.099 1.927  -0.300
C -0.016 3.470 3.266  -0.093
C 0.763 4.553 3.670  -0.094
C 1.506 5.259 2.753  -0.109
C 1.428 4.927 1.411  -0.083
C 0.622 3.868 0.968  -0.012
C 1.452 0.408 4.362  -0.302
C 2.717 0.866 4.771  -0.047
C 2.918 1.205 6.115  -0.074
C 1.938 0.941 7.063  -0.083
C 0.687 0.480 6.664  -0.072
C 0.442 0.209 5.329  -0.048
C 1.100 -1.786 2.840  -0.287
C 2.298 -2.391 3.210  -0.072
C 2.410 -3.782 3.347  -0.068
C 1.324 -4.577 3.002  -0.091
C 0.115 -4.000 2.644  -0.086
C 0.008 -2.602 2.522  -0.028
C 3.608 1.583 -0.148  -0.292
C 3.952 1.767 -1.490  -0.021
C 4.626 2.906 -1.880  -0.064
C 4.867 3.920 -0.957  -0.087
C 4.628 3.683 0.384  -0.092
C 3.952 2.529 0.787  -0.104
C 4.116 -0.941 0.624  -0.292
C 5.075 -0.624 1.593  -0.086
C 5.962 -1.586 2.052  -0.092
C 6.014 -2.821 1.413  -0.090
C 5.123 -3.103 0.377  -0.073
C 4.176 -2.179 -0.016  -0.045
H -2.891 -0.298 2.493  0.099
H -5.118 -0.082 3.431  0.102
H -6.305 2.160 3.405  0.099
H -4.879 4.212 2.990  0.100
H -2.670 3.968 2.002  0.122
H -0.607 2.917 3.989  0.110
H 0.758 4.820 4.721  0.097
H 2.121 6.106 3.056  0.099
H 2.035 5.506 0.711  0.107
H 0.489 3.649 -0.087  0.098
H 3.543 0.888 4.073  0.095
H 3.848 1.685 6.358  0.098
H 2.146 1.116 8.117  0.102
H -0.123 0.310 7.373  0.110
H -0.531 -0.152 5.033  0.119
H 3.130 -1.746 3.433  0.096
H 3.295 -4.247 3.736  0.095
H 1.402 -5.677 3.067  0.111
H -0.742 -4.660 2.401  0.115
H -0.930 -2.158 2.162  0.088
H 3.606 1.021 -2.211  0.105
H 4.857 3.021 -2.951  0.117
H 5.284 4.866 -1.294  0.099
H 4.899 4.378 1.177  0.101
H 3.779 2.383 1.828  0.082
H 5.092 0.360 2.017  0.089
H 6.579 -1.300 2.882  0.093
H 6.705 -3.579 1.769  0.096
H 5.140 -4.071 -0.115  0.106
H 3.511 -2.354 -0.868  0.100
N -3.069 -3.319 -1.641  -0.048
N -3.717 -3.508 -0.422  -0.098
C -2.960 -2.913 0.813  -0.718
O -3.050 -3.670 1.772  -0.046
O -2.368 -1.828 0.598  -0.129
H -3.604 -3.681 -2.451  0.086
H -2.124 -3.737 -1.552  0.023
H -3.935 -4.479 -0.126  0.092
O 2.967 -1.013 -3.028  -0.125
H 2.547 -1.672 -3.632  -0.002
H 2.417 -0.923 -2.228  -0.070
O 1.828 -2.987 -4.638  -0.049
C 0.649 -2.978 -5.057  -0.459
C 0.249 -3.545 -6.456  -0.100
C -1.294 -3.487 -6.430  -0.101
C -1.555 -2.637 -5.141  -0.501
O -2.741 -2.211 -4.995  -0.044
N -0.449 -2.469 -4.382  0.069
H 0.660 -4.557 -6.637  0.104
H 0.695 -2.914 -7.246  0.112
H -1.748 -4.490 -6.347  0.105
H -1.766 -3.115 -7.355  0.108
O -0.299 2.933 -2.276  -0.107
H -0.663 2.489 -1.494  -0.063
H -0.443 2.350 -3.027  -0.026
Cl 0.505 -4.029 -0.640  0.592
C 1.193 -4.837 -2.091  -0.974
Cl 0.083 -5.905 -2.929  0.535
H 2.004 -5.454 -1.742  0.013
H 1.486 -4.070 -2.821  -0.002
Cl -6.025 -0.866 -0.317  0.585
C -4.524 -0.095 -0.765  -0.536
H -4.284 -0.440 -1.772  0.072
H -3.750 -0.316 -0.026  0.040

---

No. 2
A molecular structure, C50H50IrN13O5Sb. Source: OMol25; level of theory: ωB97M-V with the def2-TZVPD basis set.

Properties
* E: -3366.5306 Eh
* energy above the lowest of the compared OMol25 structures with the same formula, charge and spin: 30.4 kcal per mole
* net charge: +4
* 2S+1: 2

Each line ends with the Löwdin charge.
Positions of all 120 atoms, in Å:
Ir -0.306 1.505 -0.315  1.415
O 1.889 5.243 6.086  0.166
N 0.874 4.814 5.609  -0.340
O -0.261 4.984 6.002  0.120
C 1.013 3.930 4.429  -0.047
C 2.057 3.082 4.411  0.099
C 2.162 2.100 3.374  -0.103
C 3.204 1.157 3.311  0.061
C 3.169 0.191 2.333  -0.008
C 2.101 0.181 1.435  -0.130
N 1.135 1.092 1.439  -0.015
C 1.173 2.052 2.384  -0.176
C 0.164 3.044 2.338  -0.148
N -0.650 3.034 1.260  0.001
C -1.606 3.949 1.177  -0.068
C -1.814 4.910 2.165  0.031
C -1.004 4.927 3.274  0.078
C 0.034 3.977 3.373  -0.036
H 2.800 3.126 5.198  0.155
H 4.018 1.209 4.024  0.149
H 3.959 -0.541 2.237  0.135
H 2.033 -0.587 0.673  0.121
H -2.234 3.934 0.299  0.111
H -2.604 5.639 2.045  0.138
H -1.160 5.655 4.057  0.137
O -3.912 5.551 -4.689  -0.031
C -2.518 5.690 -4.643  -0.185
C -1.970 4.703 -3.659  -0.117
C -0.607 4.614 -3.380  0.051
C -0.172 3.685 -2.461  -0.071
N -1.012 2.863 -1.814  -0.035
C -2.331 2.955 -2.050  -0.207
C -2.832 3.851 -2.972  0.095
C -3.167 2.115 -1.194  -0.207
C -4.553 2.113 -1.231  0.096
C -5.273 1.391 -0.290  -0.124
C -6.773 1.452 -0.203  -0.188
O -7.057 1.873 1.113  -0.026
C -4.558 0.660 0.659  0.048
C -3.184 0.674 0.614  -0.090
N -2.498 1.392 -0.288  -0.044
H -4.295 6.195 -5.296  0.125
H -2.214 6.699 -4.337  0.154
H -2.055 5.504 -5.620  0.154
H 0.112 5.256 -3.872  0.147
H 0.875 3.592 -2.222  0.099
H -3.889 3.936 -3.175  0.128
H -5.085 2.697 -1.969  0.138
H -7.186 0.455 -0.400  0.146
H -7.178 2.134 -0.955  0.136
H -8.008 1.979 1.235  0.120
H -5.083 0.110 1.428  0.141
H -2.593 0.105 1.320  0.089
C 4.534 0.806 -3.372  -0.038
N 3.493 1.185 -2.392  -0.057
C 2.250 0.743 -2.220  -0.086
N 1.654 1.490 -1.286  -0.093
C 2.618 2.388 -0.918  -0.207
N 3.731 2.223 -1.568  0.170
C 5.213 -0.516 -3.119  -0.208
C 6.590 -0.572 -2.935  -0.012
C 7.234 -1.798 -2.833  -0.024
C 6.517 -2.982 -2.910  0.022
C 5.137 -2.927 -3.084  -0.125
C 4.496 -1.697 -3.189  0.010
C 4.316 -4.122 -3.195  -0.283
N 4.622 -5.375 -3.215  0.145
N 3.449 -6.074 -3.340  0.146
C 2.495 -5.208 -3.386  -0.281
O 2.979 -3.946 -3.296  0.089
C 1.052 -5.358 -3.475  -0.121
C 0.422 -6.599 -3.500  0.023
C -0.962 -6.653 -3.561  -0.024
C -1.717 -5.486 -3.577  -0.012
C -1.088 -4.251 -3.535  -0.222
C -1.866 -2.959 -3.512  -0.039
N -1.410 -2.096 -2.402  -0.076
C -1.064 -0.814 -2.424  -0.092
N -0.713 -0.443 -1.190  -0.073
C -0.866 -1.576 -0.451  -0.203
N -1.288 -2.586 -1.155  0.179
C 0.293 -4.194 -3.507  0.010
H 5.264 1.610 -3.337  0.135
H 4.078 0.798 -4.363  0.146
H 1.799 -0.069 -2.762  0.134
H 2.481 3.164 -0.181  0.130
H 7.169 0.343 -2.901  0.125
H 8.308 -1.829 -2.708  0.125
H 7.009 -3.943 -2.845  0.134
H 3.427 -1.681 -3.368  0.103
H 1.020 -7.500 -3.473  0.134
H -1.459 -7.613 -3.589  0.124
H -2.798 -5.547 -3.631  0.123
H -2.929 -3.159 -3.384  0.139
H -1.724 -2.399 -4.437  0.142
H -1.084 -0.183 -3.297  0.155
H -0.654 -1.638 0.603  0.066
H 0.799 -3.235 -3.507  0.114
C -2.383 -3.982 2.805  -0.168
C -2.250 -3.033 3.986  -0.374
Sb -0.648 -1.588 3.694  1.605
C -0.505 -0.351 5.481  -0.392
C -1.119 -1.076 6.673  -0.149
C 1.158 -2.797 3.816  -0.377
C 1.300 -3.378 5.217  -0.143
H -3.147 -4.727 3.034  0.097
H -1.457 -4.524 2.606  0.074
H -2.692 -3.469 1.894  0.061
H -1.952 -3.550 4.902  0.070
H -3.161 -2.468 4.173  0.063
H -1.005 0.594 5.277  0.047
H 0.565 -0.171 5.594  0.053
H -2.191 -1.227 6.555  0.082
H -0.975 -0.453 7.559  0.103
H -0.652 -2.039 6.875  0.066
H 1.988 -2.141 3.560  0.030
H 1.069 -3.570 3.053  0.061
H 1.384 -2.608 5.983  0.069
H 2.227 -3.956 5.249  0.104
H 0.489 -4.059 5.475  0.082

---

No. 3
A molecular structure, C50H50N14OSV. Source: OMol25; level of theory: ωB97M-V with the def2-TZVPD basis set.

Properties
* E: -4119.2158 Eh
* energy above the lowest of the compared OMol25 structures with the same formula, charge and spin: 112.0 kcal per mole
* 2S+1: 4

Each line ends with the Löwdin charge.
Positions of all 117 atoms, in Å:
V -1.662 0.037 0.222  0.912
N -2.435 -1.390 4.564  0.078
C -2.075 -1.963 3.366  -0.870
S -3.354 -2.495 2.306  0.510
N -0.581 -2.052 1.918  -0.168
N 0.076 -2.179 0.809  0.156
C 0.939 -3.089 0.492  -0.192
C 1.437 -4.159 1.395  -0.171
C 2.689 -4.030 2.067  -0.039
C 3.257 -5.076 2.806  -0.068
C 2.559 -6.293 2.852  -0.099
C 1.339 -6.467 2.235  -0.077
C 0.790 -5.392 1.517  -0.032
C 1.429 -2.900 -0.885  -0.214
C 2.771 -3.118 -1.193  0.000
C 3.200 -2.739 -2.453  -0.078
C 2.318 -2.133 -3.327  -0.074
C 0.984 -2.046 -2.934  -0.152
N 0.545 -2.417 -1.768  0.142
H -3.402 -1.094 4.565  0.070
H -2.037 -1.736 5.434  0.100
H 3.225 -3.114 1.981  0.104
H 4.185 -4.970 3.346  0.099
H 3.035 -7.088 3.416  0.099
H 0.807 -7.407 2.296  0.102
H -0.149 -5.568 0.958  0.119
H 3.385 -3.591 -0.458  0.100
H 4.263 -2.803 -2.706  0.111
H 2.681 -1.803 -4.303  0.108
H 0.217 -1.633 -3.602  0.095
C -0.857 5.771 -3.007  -0.053
C -0.893 4.759 -1.901  -0.312
C 0.165 4.618 -1.023  -0.052
C 0.181 3.666 -0.037  -0.040
C -0.908 2.849 0.222  -0.313
N -0.845 1.818 1.107  -0.030
C -0.691 2.182 2.454  -0.198
C -0.857 3.500 2.947  -0.028
C -0.925 3.806 4.290  -0.058
C -0.799 2.799 5.253  -0.305
C -0.993 3.128 6.678  -0.077
C -0.552 1.516 4.795  0.010
C -0.468 1.196 3.429  -0.179
N -0.190 -0.125 3.088  -0.045
C 0.652 -0.834 3.890  -0.106
C 0.363 -2.133 4.136  -0.044
C -0.735 -2.688 3.273  -0.227
N -1.213 -0.851 2.311  -0.037
C -2.030 3.094 -0.600  -0.104
C -1.983 3.939 -1.712  -0.014
N -3.317 2.457 -0.369  -0.045
C -4.565 2.994 -0.340  -0.042
C -5.460 1.991 -0.032  -0.036
C -4.657 0.876 0.195  -0.112
N -3.390 1.149 -0.025  -0.033
H -0.084 6.541 -2.800  0.086
H -1.819 6.299 -3.079  0.080
H -0.684 5.352 -3.993  0.068
H 1.028 5.307 -1.097  0.124
H 1.064 3.576 0.568  0.103
H -1.069 4.298 2.239  0.105
H -1.100 4.848 4.611  0.115
H -1.485 4.083 6.856  0.071
H -0.058 3.144 7.263  0.084
H -1.643 2.410 7.181  0.076
H -0.479 0.684 5.508  0.119
H 1.477 -0.235 4.314  0.141
H 1.033 -2.828 4.631  0.090
H -0.867 -3.771 3.292  0.128
H -2.838 3.939 -2.395  0.131
H -4.678 4.037 -0.548  0.122
H -6.523 2.057 0.026  0.094
H -4.909 -0.099 0.524  0.096
C -1.944 -0.018 -4.169  -0.028
N -2.220 -1.399 -3.804  -0.079
C -2.629 -2.284 -4.880  -0.167
C -3.381 -3.495 -4.382  -0.146
C -2.625 -4.020 -3.182  -0.155
N -2.598 -2.992 -2.170  -0.071
C -2.587 -3.458 -0.801  -0.068
C -2.344 -1.710 -2.483  -0.467
O -2.199 -0.834 -1.615  -0.084
H -2.436 0.188 -5.130  0.093
H -0.875 0.158 -4.298  0.065
H -2.344 0.665 -3.384  0.098
H -1.755 -2.624 -5.437  0.125
H -3.221 -1.691 -5.568  0.115
H -3.426 -4.202 -5.229  0.127
H -4.389 -3.222 -4.091  0.121
H -1.610 -4.324 -3.455  0.130
H -3.113 -4.919 -2.766  0.132
H -3.521 -4.017 -0.609  0.099
H -2.484 -2.633 -0.134  -0.029
H -1.750 -4.154 -0.592  0.092
C 1.401 2.392 -3.869  -0.028
C 0.443 1.935 -2.965  -0.139
N 0.785 1.192 -1.884  0.108
C 2.045 0.900 -1.636  -0.104
C 3.060 1.316 -2.482  -0.243
C 2.722 2.038 -3.596  -0.020
C 4.420 0.850 -2.211  -0.050
C 5.271 1.270 -1.296  -0.022
C 5.151 2.300 -0.244  -0.252
C 4.056 3.131 0.017  -0.008
C 4.049 3.907 1.132  -0.136
N 5.062 3.936 2.003  0.088
C 6.114 3.222 1.588  -0.200
N 6.239 2.420 0.523  0.118
H 1.187 3.027 -4.718  0.104
H -0.614 2.162 -2.992  0.085
H 2.292 0.353 -0.745  0.130
H 3.499 2.380 -4.263  0.119
H 4.749 0.040 -2.839  0.108
H 6.285 0.865 -1.268  0.112
H 3.231 3.140 -0.680  0.094
H 3.172 4.516 1.342  0.109
H 6.996 3.274 2.227  0.107

---

No. 4
A molecular structure, C50H52BiN7O7S4Te. Source: OMol25; level of theory: ωB97M-V with the def2-TZVPD basis set.

Properties
* E: -4921.5899 Eh
* energy above the lowest of the compared OMol25 structures with the same formula, charge and spin: 160.4 kcal per mole
* net charge: -2

Each line ends with the Löwdin charge.
Positions of all 122 atoms, in Å:
Bi -2.547 0.264 2.580  1.842
S -5.252 -0.632 1.828  0.451
C -4.886 -1.591 3.177  -1.189
N -3.859 -1.503 4.051  -0.099
C -3.702 -2.677 4.777  -0.293
C -2.593 -3.073 5.609  -0.011
C -2.628 -4.294 6.263  -0.101
C -3.819 -5.074 6.326  -0.115
C -4.856 -4.768 5.466  -0.118
C -4.767 -3.597 4.674  -0.468
S -5.935 -2.998 3.485  0.950
H -1.721 -2.439 5.674  0.083
H -1.716 -4.619 6.840  0.112
H -3.944 -6.003 6.881  0.089
H -5.732 -5.334 5.241  0.085
C -1.024 0.930 6.992  -0.051
C -1.764 0.716 5.706  -0.338
N -1.209 0.019 4.705  -0.242
O -0.194 -0.683 5.040  -0.198
C -3.002 1.372 5.440  -0.240
C -3.946 1.962 6.493  -0.053
N -3.494 1.653 4.131  -0.356
O -4.478 2.417 3.939  -0.226
H -1.063 0.144 7.711  0.059
H -1.239 1.854 7.531  0.065
H 0.062 1.100 6.768  0.090
H 0.114 -0.608 1.471  0.038
H -3.606 2.870 6.982  0.066
H -4.198 1.239 7.258  0.066
H -4.925 2.227 6.014  0.075
O 1.710 2.500 -2.250  -0.107
H 1.114 2.639 -1.496  -0.018
H 1.275 3.001 -2.993  0.061
S 0.084 -0.683 -2.861  0.576
C 0.605 -1.702 -1.741  -1.102
C -0.487 3.851 2.145  -0.119
S -0.550 2.295 1.238  0.413
O 0.411 2.407 0.172  -0.315
O -0.259 1.289 2.289  -0.517
O -1.926 1.990 0.699  -0.479
H 0.401 3.728 2.822  0.087
H -1.339 3.862 2.776  0.040
H -0.363 4.720 1.568  0.041
C 5.498 -1.521 -7.420  -0.072
C 4.656 -1.228 -6.170  -0.286
C 4.821 -0.169 -5.279  -0.023
C 4.256 -0.231 -3.979  -0.294
C 4.405 0.904 -3.018  -0.122
C 3.455 -1.357 -3.625  -0.311
Te 2.933 -1.439 -1.427  1.489
N -0.230 -1.054 0.592  0.164
C -0.128 -2.299 0.408  -0.366
O 0.048 -2.685 -0.986  -0.157
C -0.129 -3.452 1.228  -0.153
C -0.188 -4.774 0.755  -0.016
C -0.168 -5.834 1.655  -0.060
C 0.141 -5.612 3.055  -0.076
C 0.378 -4.327 3.435  -0.100
C 0.158 -3.271 2.574  -0.016
C 4.734 -1.165 0.038  -0.336
C 5.752 -2.135 0.131  -0.376
C 5.705 -3.352 -0.769  -0.098
C 6.748 -1.955 1.018  -0.080
C 6.717 -0.992 2.049  -0.289
C 7.910 -0.717 2.971  -0.084
C 5.519 -0.299 2.206  -0.044
C 4.528 -0.283 1.158  -0.265
C 3.373 0.734 1.114  -0.101
C 3.129 -2.313 -4.560  -0.316
C 2.365 -3.519 -4.177  -0.103
C 3.706 -2.196 -5.878  -0.031
H 5.802 -0.656 -7.989  0.051
H 4.868 -2.148 -8.088  0.066
H 6.431 -2.076 -7.242  0.072
H 5.472 0.670 -5.389  0.092
H 4.620 1.828 -3.634  0.087
H 5.082 0.691 -2.135  0.088
H 3.437 1.191 -2.586  0.016
H -0.170 -5.013 -0.270  0.099
H -0.423 -6.808 1.255  0.087
H 0.186 -6.433 3.697  0.070
H 0.695 -4.085 4.468  0.118
H 0.189 -2.255 2.990  0.104
H 4.931 -3.142 -1.595  0.016
H 5.393 -4.251 -0.254  0.063
H 6.757 -3.491 -1.093  0.069
H 7.751 -2.399 0.821  0.109
H 7.707 -1.020 3.989  0.054
H 8.090 0.343 3.068  0.049
H 8.933 -1.122 2.652  0.085
H 5.386 0.177 3.179  0.101
H 3.221 1.223 0.144  0.046
H 3.552 1.591 1.774  0.068
H 2.344 0.334 1.193  0.050
H 2.688 -3.876 -3.187  0.056
H 2.427 -4.392 -4.842  0.067
H 1.262 -3.295 -4.153  0.081
H 3.328 -2.878 -6.694  0.118
N -4.664 5.643 -4.371  0.145
C -4.198 5.948 -5.642  -0.191
C -4.255 7.174 -6.341  -0.012
C -3.630 7.073 -7.623  -0.128
C -3.159 5.876 -8.119  -0.112
C -3.138 4.649 -7.374  0.006
C -3.756 4.685 -6.131  -0.250
N -4.059 3.675 -5.257  0.177
C -4.620 4.275 -4.192  -0.257
C -5.034 3.492 -3.077  -0.171
C -5.791 4.142 -2.092  -0.034
C -6.322 3.426 -1.024  -0.139
N -5.995 2.132 -0.777  0.080
C -5.136 1.587 -1.680  -0.123
C -4.667 2.158 -2.856  0.014
H -4.884 6.307 -3.636  0.150
H -4.683 8.081 -5.839  0.113
H -3.564 7.907 -8.329  0.093
H -2.626 5.812 -9.067  0.093
H -2.931 3.712 -7.803  0.092
H -6.058 5.227 -2.167  0.110
H -6.798 3.937 -0.188  0.103
H -4.830 0.561 -1.460  0.108
H -4.005 1.585 -3.556  0.137

---

Q: E of number 4 (C50H52BiN7O7S4Te)?
A: -4921.5899 Eh